[1]
Entry from OMol25: 2 unconnected molecules or ions with the total composition C3H4ClFI2 at a distorted geometry (ωB97M-V/def2-TZVPD).

**2S+1**: 1
**Relative energy (zero: lowest compared OMol25 entry of this formula, charge and spin)**: 0.0 kcal per mole
**Orbital gap (spin up / spin down)**: 7.7045 / 7.5694 eV
**Lowest unoccupied orbital energy (spin up / spin down)**: -0.698 / -1.209 eV

Structure (XYZ):
```
11
Properties=species:S:1:pos:R:3:forces:R:3:mulliken_charge:R:1
C 1.415 0.341 0.434 0.2 0.0 1.7 -0.887
C 0.570 0.407 -0.701 0.0 -0.3 -0.3 -0.277
C -1.939 -1.014 -0.013 0.1 1.2 0.7 -0.265
F -1.476 -1.431 1.165 0.3 -0.5 0.0 -0.179
Cl -0.092 1.910 -1.210 0.4 -0.7 0.0 -0.119
I 3.595 0.612 0.001 -0.3 -0.1 -0.1 -0.022
I -3.158 0.635 0.255 -0.2 0.1 -0.2 0.109
H 1.416 -0.544 1.117 -0.2 0.5 -1.1 0.360
H 1.183 1.212 0.983 0.2 0.8 1.3 0.438
H 0.810 -0.343 -1.394 -0.6 -0.6 -1.6 0.505
H -2.325 -1.786 -0.639 0.0 -0.6 -0.4 0.337
```
Positions in Å, forces in eV/Å.

[2]
Entry from OMol25: 2 unconnected molecules or ions with the total composition C3H4ClFN at a distorted geometry (ωB97M-V/def2-TZVPD).

**2S+1**: 1
**Relative energy (zero: lowest compared OMol25 entry of this formula, charge and spin)**: 36.8 kcal per mole
**Orbital gap (spin up / spin down)**: 8.1259 / 8.3498 eV
**Net charge**: +1
**Lowest unoccupied orbital energy (spin up / spin down)**: -5.729 / -5.495 eV

Structure (XYZ):
```
10
Properties=species:S:1:pos:R:3:forces:R:3:mulliken_charge:R:1
C -1.089 -0.184 -0.710 -0.6 -0.8 -1.1 0.267
C 1.013 1.382 0.420 0.5 -0.2 -3.5 -0.199
C 1.195 -0.703 -1.001 4.1 0.7 0.4 -0.275
N -0.104 -0.664 -1.099 -3.9 1.6 0.9 0.021
F -0.324 1.347 0.457 1.6 0.5 0.8 -0.171
Cl 1.753 -2.083 -0.076 0.0 0.7 -0.5 -0.055
H -2.075 0.213 -0.495 0.1 -0.6 -0.3 0.370
H 1.420 2.102 -0.385 -0.8 -1.2 1.6 0.340
H 1.579 1.062 1.279 -0.3 -0.1 0.3 0.330
H 1.788 -0.420 -1.925 -0.7 -0.5 1.3 0.371
```
Positions in Å, forces in eV/Å.

[3]
Entry from OMol25: 2 unconnected molecules or ions with the total composition C3H4ClFO at a distorted geometry (ωB97M-V/def2-TZVPD).

**2S+1**: 1
**Relative energy (zero: lowest compared OMol25 entry of this formula, charge and spin)**: 72.2 kcal per mole
**Orbital gap (spin up / spin down)**: 9.8915 / 9.8908 eV
**Lowest unoccupied orbital energy (spin up / spin down)**: -0.492 / -0.492 eV

Structure (XYZ):
```
10
Properties=species:S:1:pos:R:3:forces:R:3:mulliken_charge:R:1
C 2.010 -0.635 -0.020 0.6 0.2 0.9 -0.141
C 0.936 0.292 -0.307 2.5 1.7 0.2 0.859
C -0.453 0.622 -0.033 -0.3 0.4 -0.2 -0.901
O 1.567 -0.246 -1.330 -0.9 0.5 -0.4 -0.316
F 1.942 2.197 -0.024 -1.8 -2.7 -0.4 -0.632
Cl 3.587 -0.116 0.492 -0.4 -0.3 -0.1 -0.071
H 1.802 -1.669 0.229 0.0 0.1 0.0 0.303
H -1.049 -0.288 -0.149 0.1 -0.1 0.0 0.352
H -0.808 1.365 -0.745 0.0 0.0 0.0 0.277
H -0.558 1.000 0.980 0.1 0.0 0.0 0.271
```
Positions in Å, forces in eV/Å.

[4]
Entry from OMol25: a molecular structure, C3H4ClFO at a distorted geometry (ωB97M-V/def2-TZVPD).

**2S+1**: 1
**Relative energy (zero: lowest compared OMol25 entry of this formula, charge and spin)**: 39.6 kcal per mole
**Orbital gap**: 10.3983 eV
**Lowest unoccupied orbital energy**: 0.012 eV

Structure (XYZ):
```
10
Properties=species:S:1:pos:R:3:forces:R:3:mulliken_charge:R:1
C -1.081 -0.545 0.112 -0.5 -0.6 3.6 -0.384
C -0.065 0.618 -0.164 -2.6 1.9 2.0 0.382
C 1.320 0.232 -0.107 1.8 1.0 0.7 -0.094
H -0.773 -1.601 -0.256 -0.5 2.2 0.6 0.332
H -1.287 -0.611 1.465 1.6 0.1 -4.1 0.252
H 1.840 0.540 0.928 -1.0 -0.6 -2.6 0.253
H 1.582 0.750 -1.027 1.6 0.6 0.4 0.226
O -0.269 1.834 -0.236 -0.8 -2.7 -0.1 -0.530
F 1.466 -1.072 -0.408 0.7 -1.9 0.3 -0.288
Cl -2.734 -0.144 -0.307 -0.4 0.1 -0.7 -0.149
```
Positions in Å, forces in eV/Å.

[5]
Entry from OMol25: 2 unconnected molecules or ions with the total composition C3H4ClFO at a distorted geometry (ωB97M-V/def2-TZVPD).

**2S+1**: 1
**Relative energy (zero: lowest compared OMol25 entry of this formula, charge and spin)**: 106.1 kcal per mole
**Orbital gap (spin up / spin down)**: 9.0346 / 8.8421 eV
**Lowest unoccupied orbital energy (spin up / spin down)**: -0.009 / -0.186 eV

Structure (XYZ):
```
10
Properties=species:S:1:pos:R:3:forces:R:3:mulliken_charge:R:1
C 1.104 1.155 -0.534 1.2 -1.2 -2.2 -0.092
C -0.085 0.607 0.098 -0.7 -2.2 -0.7 0.405
C -0.917 -1.754 0.388 1.2 1.4 -3.0 -0.887
O -0.263 1.383 -1.006 0.6 -0.1 0.0 -0.348
F -0.642 1.056 1.193 -0.1 0.5 1.1 -0.201
Cl 2.018 2.550 0.014 -0.5 -0.4 0.0 -0.145
H 1.738 0.507 -1.292 -1.4 1.4 1.9 0.263
H -0.691 -2.400 -0.476 0.4 0.4 0.8 0.283
H -1.900 -1.432 0.363 -1.8 0.7 0.4 0.320
H -0.362 -1.672 1.253 1.0 -0.4 1.6 0.401
```
Positions in Å, forces in eV/Å.

[6]
Entry from OMol25: a single C3H4ClFO2 molecule at a distorted geometry (ωB97M-V/def2-TZVPD).

**2S+1**: 1
**Relative energy (zero: lowest compared OMol25 entry of this formula, charge and spin)**: 84.5 kcal per mole
**Structure (SMILES)**: F[C@]1(Cl)CCOO1
**Orbital gap**: 11.0209 eV
**Lowest unoccupied orbital energy**: 0.811 eV

Structure (XYZ):
```
11
Properties=species:S:1:pos:R:3:forces:R:3:mulliken_charge:R:1
C -0.261 0.752 0.064 0.0 -3.1 0.2 -0.759
C -1.097 -0.544 -0.348 -0.8 2.6 3.5 -0.300
C 1.101 0.049 0.363 -1.5 2.1 -3.2 0.728
O -0.241 -1.597 -0.554 0.8 -0.6 0.5 -0.206
O 1.019 -1.249 0.032 0.6 -1.8 0.8 -0.195
F 1.381 0.245 1.628 1.1 -0.2 1.5 -0.224
Cl 2.367 0.756 -0.740 0.3 0.1 0.6 -0.215
H -0.303 1.529 -0.659 0.4 0.4 -0.6 0.336
H -0.531 1.109 1.033 -0.7 0.4 0.4 0.311
H -1.929 -0.638 0.448 1.4 -0.7 -1.0 0.234
H -1.505 -0.413 -1.267 -1.8 0.7 -2.6 0.289
```
Positions in Å, forces in eV/Å.

[7]
Entry from OMol25: a single C3H4ClFO3 molecule at a distorted geometry (ωB97M-V/def2-TZVPD).

**2S+1**: 1
**Relative energy (zero: lowest compared OMol25 entry of this formula, charge and spin)**: 71.8 kcal per mole
**Structure (SMILES)**: F[C@]1(CCl)OCOO1
**Orbital gap**: 11.3182 eV
**Lowest unoccupied orbital energy**: 0.637 eV

Structure (XYZ):
```
12
Properties=species:S:1:pos:R:3:forces:R:3:mulliken_charge:R:1
C -1.515 -0.731 -0.630 0.9 -2.0 -2.9 -0.113
C 0.265 0.492 -0.153 2.1 1.5 1.1 0.751
C 1.484 0.341 0.792 -0.2 3.0 -2.3 -0.545
O -0.075 -0.717 -0.627 -1.1 0.3 0.3 -0.331
O -1.967 0.404 0.034 0.1 0.3 0.5 -0.186
O -0.774 1.032 0.614 -0.4 -1.3 -0.7 -0.233
F 0.629 1.423 -1.127 -1.2 -0.7 0.0 -0.312
Cl 2.916 0.296 -0.327 -0.1 -0.3 1.0 -0.185
H -1.715 -0.666 -1.731 -0.7 0.3 0.9 0.229
H -1.810 -1.783 -0.326 -0.1 1.5 0.6 0.254
H 1.332 -0.613 1.200 0.3 -0.8 1.5 0.336
H 1.501 1.331 1.354 0.4 -1.9 0.0 0.336
```
Positions in Å, forces in eV/Å.

[8]
Entry from OMol25: 2 unconnected molecules or ions with the total composition C3H4ClINP at a distorted geometry (ωB97M-V/def2-TZVPD).

**2S+1**: 1
**Relative energy (zero: lowest compared OMol25 entry of this formula, charge and spin)**: 38.7 kcal per mole
**Orbital gap (spin up / spin down)**: 8.0666 / 5.6929 eV
**Lowest unoccupied orbital energy (spin up / spin down)**: -1.883 / -3.132 eV

Structure (XYZ):
```
11
Properties=species:S:1:pos:R:3:forces:R:3:mulliken_charge:R:1
C -1.089 -2.452 -0.741 -0.7 -0.6 0.5 0.592
C -0.296 -1.396 -0.333 0.5 1.1 0.7 -0.050
C 0.578 1.120 0.468 0.0 -0.2 -0.1 -0.817
N -1.205 -2.819 -1.935 0.1 0.0 -0.9 -0.534
P 1.005 -0.687 0.305 -0.1 0.0 -0.1 -0.119
Cl -1.979 -3.206 0.634 0.1 0.0 -0.3 -0.174
I -3.199 0.694 0.034 0.3 -0.2 0.0 0.008
H -0.127 1.389 -0.311 0.0 0.1 0.0 0.211
H 0.128 1.279 1.447 0.0 0.0 0.0 0.281
H 1.488 1.716 0.389 0.0 -0.1 0.0 0.315
H -1.836 -3.586 -2.130 -0.1 -0.1 0.3 0.285
```
Positions in Å, forces in eV/Å.

[9]
Entry from OMol25: 2 unconnected molecules or ions with the total composition C3H4ClN at a distorted geometry (ωB97M-V/def2-TZVPD).

**2S+1**: 1
**Relative energy (zero: lowest compared OMol25 entry of this formula, charge and spin)**: 116.6 kcal per mole
**Orbital gap**: 9.7022 eV
**Lowest unoccupied orbital energy**: -0.062 eV

Structure (XYZ):
```
9
Properties=species:S:1:pos:R:3:forces:R:3:mulliken_charge:R:1
C -0.061 0.732 -2.270 -0.9 -0.9 1.4 -0.150
C -0.425 0.331 -1.172 0.2 0.4 2.2 -0.518
C -0.644 -0.173 0.848 0.0 0.3 -3.2 -0.227
N 0.563 -0.680 1.303 -0.3 2.9 3.1 -0.344
Cl 1.904 0.430 1.877 -1.8 -0.6 -0.6 -0.083
H 0.057 0.929 -3.307 0.2 0.2 -0.1 0.377
H -1.318 -1.015 0.612 0.4 0.5 0.3 0.276
H -1.165 0.649 1.404 1.0 -0.7 -0.8 0.307
H 1.088 -1.202 0.706 1.1 -2.1 -2.3 0.362
```
Positions in Å, forces in eV/Å.

[10]
Entry from OMol25: 2 unconnected molecules or ions with the total composition C3H4ClN at a distorted geometry (ωB97M-V/def2-TZVPD).

**2S+1**: 1
**Relative energy (zero: lowest compared OMol25 entry of this formula, charge and spin)**: 92.4 kcal per mole
**Orbital gap (spin up / spin down)**: 7.5232 / 7.5197 eV
**Lowest unoccupied orbital energy (spin up / spin down)**: -2.265 / -2.267 eV

Structure (XYZ):
```
9
Properties=species:S:1:pos:R:3:forces:R:3:mulliken_charge:R:1
C -1.051 -1.784 0.560 0.8 1.0 0.3 -0.182
C -0.017 1.032 -0.678 2.6 -1.3 3.6 -0.840
C 0.820 0.066 0.176 -1.8 -1.6 -1.8 0.000
N -1.806 -2.466 1.123 0.3 0.3 -0.4 -0.397
Cl 1.629 0.390 1.592 -0.5 0.0 -0.6 -0.016
H -0.166 0.558 -1.564 -0.3 -0.9 -2.7 0.332
H 0.473 1.952 -0.641 0.7 1.7 -0.5 0.377
H -0.900 1.098 -0.164 -2.5 0.5 1.1 0.318
H 1.018 -0.846 -0.405 0.7 0.3 1.0 0.410
```
Positions in Å, forces in eV/Å.